The following is a quantum chemistry calculation of a cluster of 3 separate species, C2H9NO in total, from the OMol25 dataset.

XYZ file:
```
13
C2H9NO (wB97M-V/def2-TZVPD)
H 0.8082 -1.0187 -3.2942
H 0.3908 -1.6362 -3.2443
C 1.1135 -0.5452 0.4397
C 0.8649 0.5085 -0.5326
O 0.5612 0.7150 0.8738
H 0.4520 -1.3830 0.6026
H 2.1311 -0.5696 0.8145
H 0.0532 0.4834 -1.2540
H 1.6137 1.2515 -0.7776
N -2.1666 -0.2753 -0.0543
H -3.1272 -0.1750 0.2476
H -1.7194 0.5736 0.2745
H -1.6986 -1.0045 0.4408
```

Summary:
maximum force	1.71	eV/Å
LUMO	0.0437	Ha
energy above the lowest of the compared OMol25 structures with the same formula, charge and spin	2.533	eV
frontier orbital gap	11.135	eV
HOMO level	-9.9464	eV



The following is a quantum chemistry calculation of the molecule C18H21NO3, from the OMol25 dataset.

XYZ file:
```
43
C18H21NO3 (wB97M-V/def2-TZVPD)
C 3.9254 -3.7355 4.2477
O 2.4569 -3.8150 3.6590
C 2.2158 -2.8646 2.8056
C 3.0919 -1.8986 2.2844
C 2.6323 -0.8176 1.6281
C 1.4222 -0.8357 1.1933
N 0.6046 -0.1344 0.3537
C 1.3138 1.0717 -0.4203
O 2.2904 1.5346 -0.0221
O 0.3796 1.7612 -1.1016
C -0.8693 1.7505 -0.9748
C -1.5731 1.9613 0.0141
C -2.9879 1.8141 0.1639
C -3.7403 1.9833 1.3216
C -3.8821 1.4354 -1.0738
C -2.9845 1.3200 -2.1082
C -1.6164 1.2567 -2.2690
C -0.8339 1.1900 -3.3411
C 0.0303 -0.0085 -3.3433
C -0.0104 2.4237 -4.1079
C 0.3870 -2.1247 1.4978
C 0.9066 -3.0800 2.3862
H 4.6038 -3.7928 3.3464
H 4.1834 -2.8230 5.0893
H 4.1140 -4.7436 4.9181
H 4.0952 -1.5105 2.8189
H 3.1329 -0.0003 1.5264
H -0.3213 -0.1791 0.0512
H -1.0877 2.3689 1.1535
H -4.6709 1.3812 1.4091
H -3.4023 1.8289 2.3945
H -4.2236 2.9241 1.3593
H -4.8381 1.3666 -1.0435
H -3.5313 0.8715 -3.1774
H -1.7296 0.8461 -4.2713
H 0.9827 0.2966 -2.6386
H 0.2923 -0.4859 -4.4341
H -0.4771 -0.8923 -3.1084
H 0.4583 2.6616 -3.1908
H 0.4406 2.2984 -4.8684
H -0.8152 3.3131 -4.0875
H -0.6969 -2.1263 1.3298
H 0.3319 -3.7909 2.6300
```

Summary:
maximum force	17.45	eV/Å
LUMO	0.0076	Ha
energy above the lowest of the compared OMol25 structures with the same formula, charge and spin	15.537	eV
frontier orbital gap	7.353	eV
HOMO level	-7.1458	eV



The following is a quantum chemistry calculation of the molecule C3H4NOP, from the OMol25 dataset.

XYZ file:
```
10
C3H4NOP (wB97M-V/def2-TZVPD)
C -2.5311 0.7939 -0.0499
C -0.3103 0.6518 -0.1480
C -0.2347 -0.7894 0.1339
N -1.4324 -1.5523 -0.0668
O -3.1277 1.7055 0.3982
P -2.8183 -0.9970 -0.2224
H -0.4294 0.9481 -1.1668
H 0.3040 1.4034 0.4062
H 0.4810 -1.3662 -0.4241
H 0.1112 -0.8034 1.3089
```

Summary:
maximum force	4.13	eV/Å
LUMO	-0.0424	Ha
energy above the lowest of the compared OMol25 structures with the same formula, charge and spin	2.700	eV
frontier orbital gap	6.880	eV
HOMO level	-8.0328	eV



The following is a quantum chemistry calculation of a cluster of 2 separate species, C18H21NO in total, from the OMol25 dataset.

XYZ file:
```
41
C18H21NO (wB97M-V/def2-TZVPD)
C -2.8885 -1.9726 -3.3574
C -2.9775 -1.4473 -1.9180
C -1.7566 -1.6293 -1.0784
C -0.5462 -2.1554 -1.3943
N 0.1667 -2.4918 -0.2697
C -0.6111 -2.2228 0.8292
C -0.4180 -2.5563 2.1732
C -1.3948 -2.2661 3.0937
C -2.5922 -1.6517 2.6342
C -2.8360 -1.4425 1.3068
C -1.8028 -1.6544 0.3652
H -3.6766 -2.6764 -3.6136
H -1.9929 -2.6060 -3.4537
H -2.7674 -1.2438 -4.1608
H -3.3581 -0.4213 -1.8765
H -3.7846 -2.0103 -1.4610
H -0.0882 -2.2865 -2.3693
H 1.0531 -2.9578 -0.2275
H 0.5361 -3.0177 2.4025
H -1.3142 -2.4674 4.1511
H -3.3062 -1.5357 3.4459
H -3.7393 -0.9985 0.9144
C 0.5980 2.7578 2.5528
C 0.5402 1.8349 1.3351
C 1.7217 2.0283 0.4047
C 1.9362 3.3075 -0.1342
C 2.8858 3.4891 -1.1271
C 3.6618 2.4496 -1.6193
O 4.5894 2.6948 -2.6019
C 3.4657 1.1824 -1.0769
C 2.5202 1.0045 -0.0767
H 1.1804 3.6721 2.4235
H 1.0470 2.2857 3.4367
H -0.4061 3.0345 2.8712
H 0.6066 0.8079 1.6897
H -0.3521 2.0923 0.7717
H 1.2971 4.1603 0.0616
H 3.0156 4.4343 -1.5970
H 5.3448 2.1066 -2.4299
H 4.1078 0.3497 -1.3353
H 2.3348 0.0195 0.3153
```

Summary:
maximum force	1.66	eV/Å
LUMO	0.0258	Ha
energy above the lowest of the compared OMol25 structures with the same formula, charge and spin	1.638	eV
frontier orbital gap	8.627	eV
HOMO level	-7.9234	eV



The following is a quantum chemistry calculation of the ion C2H3N4 with charge +1, from the OMol25 dataset.

XYZ file:
```
9
C2H3N4 (wB97M-V/def2-TZVPD)
C -0.5066 -1.6868 0.6692
N -0.4453 -1.3591 1.9155
N -1.1388 -0.4614 0.8371
N -0.3959 0.6535 0.5021
C 0.7677 0.7737 -0.2826
N 1.0733 0.8435 0.9132
H -0.2316 -2.1669 -0.2561
H -0.9512 1.5140 0.6820
H 1.0700 0.5193 -1.1993
```

Summary:
maximum force	3.90	eV/Å
LUMO	-0.2146	Ha
energy above the lowest of the compared OMol25 structures with the same formula, charge and spin	3.719	eV
frontier orbital gap	10.188	eV
net charge	+1
HOMO level	-16.0275	eV



The following is a quantum chemistry calculation of a cluster of 6 separate species, C38H55ClFN6O3PS in total, from the OMol25 dataset.

XYZ file:
```
106
C38H55ClFN6O3PS (wB97M-V/def2-TZVPD)
C 3.9408 -1.1792 2.7657
C 2.4687 -1.8132 2.4766
Cl 2.5698 -3.5843 2.9668
C 1.3635 -1.0373 3.3495
C 0.2716 -0.2447 2.4906
C -1.2292 -0.5247 2.8538
C -2.3683 0.1868 2.0837
C -3.9371 -0.0450 2.4063
C -4.7474 1.3488 2.3133
F -5.9886 1.1813 3.0209
C -1.9795 1.1666 0.9561
C -0.4979 1.4854 0.5361
C 0.6057 0.7614 1.3402
S 2.3853 1.1509 0.9227
C 2.2564 2.8292 0.1763
C 3.4463 3.8432 0.1323
C 3.3705 5.2538 -0.4942
C 2.0091 5.7035 -1.0778
C 0.8280 4.7141 -1.0405
C 0.9068 3.2613 -0.4403
N -0.3234 2.4620 -0.5440
C -0.5626 1.8935 -1.9040
P -0.3535 0.0262 -2.0651
O -0.3924 -0.2782 -3.5894
O -1.6044 -0.9049 -1.3743
O 1.1283 -0.5890 -1.5050
H 3.9016 -0.4204 3.6339
H 4.3542 -0.6698 1.8152
H 4.7059 -2.0009 3.0351
H 2.2288 -1.7419 1.3606
H 1.8092 -0.3018 4.1182
H 0.8146 -1.8300 3.9791
H -1.5111 -1.2329 3.7033
H -4.0918 -0.5623 3.4125
H -4.3153 -0.7920 1.6096
H -4.9348 1.6141 1.2057
H -4.0858 2.1555 2.7926
H -2.8362 1.6844 0.3904
H 4.4643 3.5309 0.5638
H 4.2372 5.9909 -0.5630
H 1.8592 6.7333 -1.5380
H -0.1754 5.0667 -1.4831
H -1.5761 2.2277 -2.3519
H 0.2295 2.3683 -2.6023
H -1.2052 -1.3125 -0.5616
H 1.0202 -1.4621 -1.0591
C -4.0143 -2.8902 -2.0514
C -3.8946 -4.4100 -2.0319
C -4.8674 -5.0720 -1.0525
C -4.5930 -4.5926 0.3451
N -4.3774 -4.2158 1.4433
H -3.7670 -2.4543 -1.0805
H -3.3234 -2.4647 -2.7825
H -5.0290 -2.5798 -2.3205
H -2.8660 -4.6813 -1.7726
H -4.0848 -4.7945 -3.0385
H -4.7526 -6.1586 -1.0851
H -5.9010 -4.8324 -1.3166
C -0.6222 -5.3237 3.2428
C -1.2169 -5.6625 4.6070
C -2.2235 -4.6148 5.0839
C -1.5439 -3.2837 5.2059
N -1.0062 -2.2370 5.3018
H -0.0591 -4.3875 3.2692
H 0.0689 -6.1083 2.9242
H -1.4066 -5.2323 2.4851
H -0.4047 -5.7582 5.3351
H -1.7130 -6.6359 4.5504
H -2.6348 -4.8985 6.0561
H -3.0536 -4.5301 4.3767
C -0.4820 3.0960 -6.2283
C -1.7156 2.2721 -6.5812
C -2.9942 3.1105 -6.6396
C -3.2524 3.7384 -5.2998
N -3.4553 4.2304 -4.2456
H -0.5653 3.5418 -5.2336
H 0.4084 2.4630 -6.2260
H -0.3265 3.9003 -6.9542
H -1.8305 1.4718 -5.8429
H -1.5568 1.7938 -7.5521
H -3.8456 2.4800 -6.9084
H -2.9044 3.8976 -7.3933
C 5.3964 8.4021 1.8890
C 6.8299 8.3988 1.3678
C 7.0322 9.3363 0.1749
C 6.1500 8.9119 -0.9639
N 5.4554 8.5784 -1.8582
H 4.6919 8.0434 1.1342
H 5.3060 7.7429 2.7557
H 5.0922 9.4082 2.1934
H 7.1025 7.3767 1.0862
H 7.5028 8.7001 2.1760
H 8.0746 9.3089 -0.1524
H 6.7905 10.3664 0.4503
C 0.2865 -7.6730 0.0831
C 0.4311 -7.1355 -1.3367
C 1.0562 -5.7392 -1.3838
C 0.1932 -4.7673 -0.6319
N -0.4867 -4.0039 -0.0406
H -0.3825 -7.0510 0.6835
H -0.1359 -8.6807 0.0664
H 1.2575 -7.7193 0.5858
H -0.5555 -7.1161 -1.8108
H 1.0529 -7.8241 -1.9162
H 1.1507 -5.4043 -2.4199
H 2.0548 -5.7498 -0.9386
```

Summary:
maximum force	5.97	eV/Å
LUMO	0.0152	Ha
frontier orbital gap	8.031	eV
HOMO level	-7.6171	eV



The following is a quantum chemistry calculation of a cluster of 3 separate species, CH9N5 in total, from the OMol25 dataset.

XYZ file:
```
15
CH9N5 (wB97M-V/def2-TZVPD)
C -8.9064 -0.8370 -0.2146
N -8.8208 0.4321 -0.1075
N 11.7819 0.9235 -0.3135
N 11.4089 -0.0043 0.1328
N -7.7452 1.1391 0.1962
N 8.8955 -0.5395 0.1025
H -8.0461 -1.4711 -0.0534
H -9.8456 -1.2980 -0.4718
H -9.6643 1.0019 -0.2551
H 8.5984 0.4305 -0.0366
H 8.4624 -0.8887 0.9668
H -7.8013 2.1432 0.2542
H -6.8533 0.6741 0.2938
H 9.9598 -0.5861 0.1876
H 8.5761 -1.1198 -0.6814
```

Summary:
maximum force	2.00	eV/Å
LUMO	-0.2134	Ha
energy above the lowest of the compared OMol25 structures with the same formula, charge and spin	0.000	eV
frontier orbital gap	10.654	eV
net charge	+2
HOMO level	-16.4600	eV



The following is a quantum chemistry calculation of a structure of composition C36H65FIN3O9S, from the OMol25 dataset.

XYZ file:
```
116
C36H65FIN3O9S (wB97M-V/def2-TZVPD)
C -3.9563 3.1524 0.5650
C -3.1348 4.0263 1.1954
C -3.2482 5.4992 1.5340
C -1.8336 6.1711 1.4494
C -1.5414 7.2024 0.3502
I 0.1671 8.3377 1.1033
C -1.1209 6.7038 -1.0549
C -1.3468 5.2385 -1.4532
C -0.3724 4.1756 -0.9058
C 0.9397 4.6834 -0.3088
N 1.5989 3.6027 0.4692
C 1.1841 3.5387 1.8050
C 0.6174 2.2273 2.3003
O 1.2998 4.4767 2.5468
S -2.9272 8.4227 0.3277
O -3.2563 8.7246 -1.0313
O -2.6147 9.5302 1.1711
O -4.1133 7.7000 1.0940
C -4.4020 6.2900 0.8914
C -4.6562 6.0580 -0.5996
C -5.6752 6.9469 -1.2845
O -5.5602 7.3645 -2.3804
F -6.8051 7.1590 -0.5844
O -5.5942 6.2098 1.6070
C -6.0754 4.9986 2.1469
C -7.0237 4.2397 1.2317
O -7.3354 3.0604 1.9603
C -8.0814 2.1157 1.2112
C -7.2464 1.3036 0.2338
H -4.2788 3.2277 -0.4677
H -4.2993 2.2704 1.1031
H -2.2267 3.5897 1.6220
H -3.4726 5.4876 2.6052
H -1.6659 6.6930 2.3894
H -1.0809 5.3857 1.4347
H -0.0714 6.9249 -1.2258
H -1.6454 7.3255 -1.7819
H -1.2543 5.2205 -2.5414
H -2.3616 4.8950 -1.2698
H -0.1012 3.5127 -1.7324
H -0.8492 3.5221 -0.1712
H 0.8071 5.5036 0.3914
H 1.6401 4.9511 -1.0994
H 1.3619 2.7048 0.0629
H 0.3128 1.5569 1.5002
H 1.4029 1.7600 2.9003
H -0.1983 2.4280 2.9911
H -3.7734 6.1533 -1.2200
H -5.0353 5.0481 -0.7501
H -5.3256 4.3065 2.5289
H -6.6718 5.2771 3.0173
H -6.5560 3.9501 0.2875
H -7.9463 4.8043 1.0737
H -8.9102 2.6154 0.6987
H -8.5042 1.4347 1.9499
H -6.6422 0.5509 0.7360
H -6.5756 1.9331 -0.3549
H -7.9098 0.8315 -0.4921
C 4.0904 -1.1591 0.2234
C 4.3446 -1.0782 1.7525
C 5.6033 -1.8636 2.1346
C 5.4207 -3.3779 2.1012
C 4.2288 -3.7859 2.9650
C 2.9397 -3.0599 2.5772
N 3.1546 -1.5747 2.5166
O 3.1442 -1.0747 3.7042
C 2.4442 -3.6213 1.2343
C 1.8429 -3.3699 3.5885
C 4.5825 0.3928 2.0618
H 4.9199 -1.6328 -0.3023
H 3.1848 -1.6983 -0.0317
H 3.9620 -0.1603 -0.1945
H 5.9082 -1.5733 3.1452
H 6.4162 -1.5634 1.4706
H 5.2918 -3.7251 1.0723
H 6.3253 -3.8597 2.4768
H 4.0595 -4.8621 2.8896
H 4.4621 -3.5754 4.0137
H 1.6061 -3.0373 0.8493
H 2.0976 -4.6454 1.3707
H 3.2146 -3.6662 0.4689
H 2.1405 -3.1232 4.6051
H 1.6220 -4.4366 3.5528
H 0.9294 -2.8213 3.3546
H 3.6837 0.9825 1.8721
H 5.3777 0.7735 1.4196
H 4.8880 0.5635 3.0918
C 3.2711 -6.6303 -5.0456
C 3.6402 -6.6923 -3.5401
C 3.9864 -8.1252 -3.1221
C 2.7773 -9.0475 -3.0073
C 1.7357 -8.4368 -2.0731
C 1.3233 -7.0233 -2.4849
N 2.5278 -6.1492 -2.6936
O 2.9858 -5.7558 -1.5562
C 0.4525 -7.1076 -3.7511
C 0.4342 -6.4042 -1.4131
C 4.8869 -5.8306 -3.3766
H 3.4623 -7.5783 -5.5495
H 2.2353 -6.3619 -5.2212
H 3.8571 -5.8636 -5.5513
H 4.4948 -8.0982 -2.1528
H 4.7067 -8.5306 -3.8353
H 2.3500 -9.2416 -3.9951
H 3.0953 -10.0151 -2.6156
H 0.8430 -9.0651 -2.0390
H 2.1433 -8.4129 -1.0575
H 0.2561 -6.1141 -4.1566
H -0.5057 -7.5591 -3.4947
H 0.8852 -7.7239 -4.5358
H 0.9109 -6.4048 -0.4355
H -0.4856 -6.9841 -1.3377
H 0.1729 -5.3761 -1.6680
H 4.6706 -4.7841 -3.5947
H 5.6415 -6.1809 -4.0819
H 5.3052 -5.8936 -2.3745
```

Summary:
maximum force	2.00	eV/Å
LUMO (spin up / spin down)	-0.0084 / -0.0084	Ha
2S+1	3
expectation value of S²	2.01
frontier orbital gap (spin up / spin down)	8.212 / 8.908	eV
HOMO level (spin up / spin down)	-8.4413 / -9.1375	eV